(1)
Density functional theory data (wB97M-V/def2-TZVPD) for a molecular structure, C11H19CuNOSi2 in a non-equilibrium geometry.

2S+1 = 2
Energy = -75646.646 eV
Charge = 0
<S²> = 0.76
Kohn-Sham gap (spin up / spin down) = 8.729 / 6.169 eV

Last column: Löwdin spin population.
CARTESIAN COORDINATES (ANGSTROEM)
Si (1.15, 1.06, 0.34)  0.02
C (-2.36, -1.59, 1.72)  0.00
H (-2.45, -2.66, 1.54)  0.00
C (1.53, -0.77, 0.16)  0.01
H (1.06, 2.95, -1.26)  0.00
C (3.02, -2.62, -0.29)  0.00
N (-0.69, 0.84, 0.58)  0.29
H (0.90, 1.42, -2.12)  0.00
H (-2.59, 4.59, -0.70)  0.00
Cu (-1.82, 2.23, -0.09)  0.06
C (2.08, 2.01, 1.64)  0.00
C (0.67, -3.02, -0.05)  0.00
C (0.44, -1.66, 0.18)  0.01
H (-3.97, 3.49, -0.67)  0.00
H (4.02, -2.99, -0.46)  0.00
H (3.14, 1.89, 1.42)  0.00
C (-2.21, -1.05, -1.25)  0.00
C (1.42, 1.93, -1.30)  0.00
H (2.49, 1.95, -1.55)  0.00
H (2.11, -4.55, -0.44)  0.00
H (-3.14, -0.49, -1.20)  0.00
H (-0.17, -3.71, -0.06)  0.00
H (1.86, 3.08, 1.58)  0.00
H (1.89, 1.67, 2.65)  0.00
Si (-1.27, -0.92, 0.36)  0.02
H (-1.63, -0.66, -2.09)  0.00
H (-1.95, -1.44, 2.72)  0.00
H (3.66, -0.58, -0.11)  0.00
H (-3.36, -1.16, 1.67)  0.00
C (2.81, -1.26, -0.08)  0.00
H (-2.86, 3.46, -2.03)  0.00
O (-0.40, 0.55, 1.87)  0.58
C (1.95, -3.49, -0.27)  0.00
H (-2.45, -2.09, -1.47)  0.00
C (-2.91, 3.57, -0.95)  0.02

=====

(2)
Density functional theory data (wB97M-V/def2-TZVPD) for 2 unconnected molecules or ions with the total composition C7H16ClIN4O2P.

Energy = -47478.277 eV
Charge = +1
Kohn-Sham gap = 7.767 eV

Last column: Mulliken charge in e.
CARTESIAN COORDINATES (ANGSTROEM)
O (1.76, 4.27, 2.07)  -0.43
N (-0.63, 2.43, 1.52)  0.55
O (1.08, -2.82, 0.97)  -0.35
C (-0.05, -2.01, -1.08)  0.14
H (-0.80, -3.25, 1.79)  0.25
H (-2.13, -2.06, -1.66)  0.36
N (-0.60, 2.82, -0.56)  0.20
H (2.45, 4.94, 2.23)  0.35
N (-1.80, 1.96, 1.07)  -0.72
P (1.85, 3.67, 0.57)  0.10
C (-0.21, 3.20, -1.91)  -0.87
H (0.87, -0.24, -0.68)  0.10
C (-1.75, 2.20, -0.20)  -0.03
C (-1.46, -2.59, -0.97)  -1.47
H (-2.53, 1.94, -0.90)  0.40
I (2.81, 1.46, 0.82)  0.14
H (-1.48, -3.65, -1.23)  0.38
H (0.08, -4.64, 1.11)  0.31
C (0.14, 2.96, 0.57)  0.13
H (0.95, -3.92, -0.78)  0.43
H (0.20, -1.94, -2.14)  0.37
H (-0.11, -0.74, 0.48)  0.33
C (1.04, -2.88, -0.44)  -0.67
Cl (-0.22, 2.26, 3.13)  0.12
H (0.62, -3.90, 2.63)  0.26
C (0.19, -3.70, 1.65)  -0.67
H (-1.03, 2.95, -2.58)  0.31
N (-0.04, -0.65, -0.53)  -0.40
H (-0.02, 4.27, -1.95)  0.38
H (2.01, -2.51, -0.77)  0.34
H (-1.86, -2.47, 0.03)  0.30
H (0.67, 2.64, -2.22)  0.36

=====

(3)
Density functional theory data (wB97M-V/def2-TZVPD) for 2 unconnected molecules or ions with the total composition C4H8O in a non-equilibrium geometry.

Energy = -6322.923 eV
Charge = 0
Kohn-Sham gap = 10.693 eV

Last column: Mulliken charge in e.
CARTESIAN COORDINATES (ANGSTROEM)
H (-0.68, -1.39, -0.43)  0.33
H (1.67, -1.14, 0.18)  0.23
C (-0.14, 1.20, -1.37)  -0.35
H (-1.47, 1.20, 0.18)  0.30
C (1.44, -0.48, 1.02)  -0.64
H (2.03, -0.65, 1.87)  0.28
C (0.54, 0.47, 0.95)  0.21
C (-0.39, 0.87, -0.15)  -0.77
O (-1.26, -2.16, -0.21)  -0.67
H (0.32, 1.19, 1.81)  0.22
H (-0.79, 1.73, -2.01)  0.33
H (0.82, 0.74, -1.75)  0.19
H (-2.08, -1.59, -0.08)  0.34

=====

(4)
Density functional theory data (wB97M-V/def2-TZVPD) for 13 unconnected molecules or ions with the total composition H26O13 in a non-equilibrium geometry.

Energy = -27036.066 eV
Charge = 0
Kohn-Sham gap = 8.910 eV

Last column: Mulliken charge in e.
CARTESIAN COORDINATES (ANGSTROEM)
H (-4.30, 3.93, 0.44)  0.32
O (-4.38, -1.75, -1.54)  -0.62
H (-3.31, 0.68, -2.52)  0.28
H (-0.55, 4.46, -0.12)  0.29
H (0.70, 2.00, -2.02)  0.27
H (-0.94, 4.36, 1.46)  0.31
H (2.40, -0.37, 0.34)  0.20
H (-0.24, -1.93, -2.05)  0.29
O (0.42, 0.03, -1.01)  -0.56
H (-4.16, 0.20, -1.53)  0.32
H (-3.04, -1.99, 1.73)  0.29
O (5.26, -1.97, -0.55)  -0.58
H (5.91, 0.31, 0.60)  0.30
H (-3.63, 2.69, 0.91)  0.31
O (-0.25, 4.17, 0.74)  -0.60
O (1.58, 2.03, -1.77)  -0.52
O (-4.55, 3.11, 0.93)  -0.63
H (-0.42, 0.41, -0.77)  0.23
O (-3.55, -2.80, 1.47)  -0.60
H (5.42, -2.05, 0.33)  0.27
H (-3.54, -2.23, -1.76)  0.34
O (-3.26, 0.15, -1.71)  -0.59
H (0.15, -2.04, 2.43)  0.26
H (1.04, 0.38, -0.30)  0.30
H (0.76, -2.39, -0.85)  0.28
O (-0.36, -2.75, 2.24)  -0.55
H (4.75, -1.18, -0.68)  0.33
O (-0.21, -2.24, -1.16)  -0.57
O (3.36, -0.54, 0.56)  -0.51
H (-3.75, -2.76, 0.58)  0.32
H (5.19, 1.54, 0.12)  0.29
H (-0.15, 0.54, 2.10)  0.27
O (0.47, 1.19, 1.77)  -0.52
H (-5.05, -2.34, -1.94)  0.28
H (1.93, 2.84, -1.40)  0.28
H (3.44, -0.14, 1.43)  0.28
H (-0.98, -2.75, 3.02)  0.31
O (5.74, 0.86, -0.19)  -0.60
H (0.25, 1.99, 2.15)  0.24

=====

(5)
Density functional theory data (wB97M-V/def2-TZVPD) for a molecular structure, C40H36I2N2ORhS2Sb in a non-equilibrium geometry.

Energy = -94511.311 eV
Charge = 0
Kohn-Sham gap = 6.720 eV

Last column: Mulliken charge in e.
CARTESIAN COORDINATES (ANGSTROEM)
H (-2.93, -4.65, -1.66)  0.30
C (1.62, -3.50, 1.01)  0.07
H (-3.73, -2.08, 0.60)  0.31
C (-0.96, -4.73, 2.42)  -0.51
C (-0.07, -3.70, -1.73)  0.83
C (2.18, -4.76, 0.77)  1.02
C (1.98, 0.79, 2.22)  0.33
H (2.21, -3.24, -4.21)  0.50
C (-3.61, -3.10, 0.22)  -1.54
H (1.88, 2.08, 0.51)  0.65
C (1.35, 0.50, -3.94)  -1.10
Rh (-0.39, 0.08, -0.13)  1.12
H (2.33, 0.86, -4.24)  0.54
H (1.68, -2.47, -1.95)  0.38
C (2.30, 1.12, 0.78)  -1.06
H (-4.60, -3.48, -0.01)  0.49
H (1.40, 0.00, 5.97)  0.38
S (-2.68, 0.24, -0.23)  -0.30
H (0.11, -4.73, 2.56)  0.38
C (0.34, 0.32, -4.86)  -0.50
H (3.99, 1.25, 2.80)  0.44
H (-4.77, -4.74, 1.97)  0.43
C (-2.06, -5.31, -1.65)  -1.23
C (4.08, -4.15, 2.16)  -0.96
C (0.54, 0.09, 4.01)  -0.36
N (-0.09, -0.21, -2.20)  1.16
C (-0.90, -0.14, -4.43)  -1.05
C (-1.99, 2.88, -0.31)  0.63
C (-3.01, 1.97, -0.16)  0.12
C (2.81, 0.67, 4.49)  -0.56
I (-1.28, -0.69, 4.63)  0.04
C (1.51, -5.82, -0.07)  -1.19
H (0.50, 0.54, -5.91)  0.43
H (-3.05, -3.03, -0.71)  0.03
H (0.44, -5.87, 0.13)  0.10
H (-5.60, 4.13, 0.18)  0.36
H (-1.17, -5.85, -4.09)  0.42
C (3.51, -2.92, 2.43)  -0.76
C (-1.07, -0.39, -3.08)  -0.51
C (1.34, -3.63, -3.70)  -0.80
H (2.07, -0.79, 0.10)  -0.22
Sb (-0.22, -2.78, 0.21)  -0.17
H (1.64, -5.63, -1.13)  0.25
C (1.03, -3.20, -2.42)  -0.78
H (-1.72, -0.29, -5.11)  0.50
I (4.38, 0.88, 5.84)  0.06
H (-1.43, 4.95, -0.38)  0.43
C (-3.12, -5.50, 3.10)  -0.78
C (0.54, -4.58, -4.31)  -0.96
C (-0.88, -4.67, -2.33)  1.13
H (4.00, -2.21, 3.08)  0.58
H (-1.85, -5.54, -0.60)  0.11
H (-1.29, -6.08, 4.05)  0.46
H (1.84, -1.65, 2.09)  0.37
H (-2.34, -6.23, -2.15)  0.53
S (-0.34, 2.30, -0.55)  -0.37
H (-2.02, -0.72, -2.68)  0.35
H (3.85, -6.03, 1.17)  0.43
C (1.11, 0.22, -2.61)  0.97
H (-3.75, -6.10, 3.75)  0.38
H (5.03, -4.42, 2.60)  0.40
H (3.39, 1.18, 0.66)  0.54
C (-0.56, -5.09, -3.62)  -0.87
C (2.29, -2.60, 1.85)  -0.18
C (-4.32, 2.42, 0.02)  -0.79
C (1.57, 0.24, 4.92)  -0.34
H (3.05, -0.23, -1.82)  0.57
N (1.75, 0.13, -0.18)  0.55
C (-1.53, -3.96, 1.41)  0.94
H (0.76, -4.94, -5.31)  0.40
H (1.94, -6.80, 0.15)  0.51
C (2.19, 0.41, -1.57)  -1.30
C (0.69, 0.38, 2.64)  0.43
H (-3.75, 5.76, -0.10)  0.35
C (-1.75, -5.50, 3.27)  -0.88
H (-5.12, 1.70, 0.16)  0.45
C (-3.70, -4.74, 2.10)  -0.71
O (-0.33, 0.14, 1.87)  -0.74
C (-3.55, 4.70, -0.12)  -0.56
C (-4.59, 3.78, 0.04)  -0.52
C (-2.93, -3.95, 1.25)  1.05
C (3.01, 0.93, 3.15)  -0.75
C (3.41, -5.06, 1.35)  -0.70
C (-2.25, 4.25, -0.28)  -0.76
H (2.54, 1.44, -1.63)  0.59

=====

(6)
Density functional theory data (wB97M-V/def2-TZVPD) for 2 unconnected molecules or ions with the total composition C5H8O2.

Energy = -9406.619 eV
Charge = 0
Kohn-Sham gap = 11.179 eV

Last column: Mulliken charge in e.
CARTESIAN COORDINATES (ANGSTROEM)
H (0.88, -2.17, -1.71)  0.30
C (1.21, 0.39, -0.04)  -0.71
C (-0.21, 0.46, 0.31)  1.29
H (-2.09, -2.70, 0.93)  0.44
O (1.38, -1.53, -2.23)  -0.68
H (-1.78, 1.86, 0.76)  0.31
H (-0.66, 1.53, 2.10)  0.31
C (-0.74, 1.68, 1.02)  -1.36
H (0.82, -0.73, -2.17)  0.37
C (-1.54, -1.81, 0.74)  0.10
H (1.86, 1.23, 0.18)  0.30
O (0.22, 0.66, -1.03)  -0.53
H (-0.14, 2.55, 0.73)  0.38
C (-0.93, -0.79, 0.53)  -0.84
H (1.70, -0.58, -0.12)  0.30